{"formula": "C20H28AsF6N3OSSn", "method": "ωB97M-V/def2-TZVPD", "species": ["Sn", "C", "N", "C", "C", "C", "C", "C", "C", "C", "N", "C", "C", "C", "C", "C", "C", "N", "C", "C", "H", "H", "H", "H", "H", "H", "H", "H", "H", "H", "H", "H", "H", "H", "H", "H", "H", "H", "H", "H", "O", "S", "C", "C", "C", "C", "H", "H", "H", "H", "H", "H", "H", "H", "F", "As", "F", "F", "F", "F", "F"], "coordinates": [[1.0486, 1.7955, -0.3150], [-0.0939, -0.9913, 2.7788], [-1.2164, -0.1526, 3.2080], [-0.9746, 0.4891, 4.5132], [-2.3747, -0.0755, 2.6032], [-3.5230, 0.4312, 3.3083], [-4.7634, 0.2592, 2.8123], [-4.9876, -0.3757, 1.5314], [-3.9540, -0.8107, 0.7869], [-2.5894, -0.6178, 1.2179], [-1.5933, -0.7236, 0.3882], [-1.6583, -1.5281, -0.7205], [-2.0556, -2.8673, -0.5709], [-1.8579, -3.7805, -1.5758], [-1.2466, -3.3894, -2.7912], [-0.8694, -2.0961, -2.9951], [-1.1355, -1.1017, -2.0142], [-1.0201, 0.2168, -2.3299], [-2.1244, 1.1408, -2.0010], [-0.3026, 0.6050, -3.5490], [0.3396, -1.4316, 3.6752], [0.6748, -0.3879, 2.2943], [-0.4167, -1.7768, 2.1078], [-1.2528, -0.1918, 5.3198], [-1.5181, 1.4204, 4.5995], [0.0899, 0.6968, 4.5863], [-3.4051, 0.8585, 4.2908], [-5.6181, 0.5782, 3.3944], [-5.9996, -0.4745, 1.1610], [-4.1257, -1.2152, -0.2018], [-2.4560, -3.1849, 0.3838], [-2.1586, -4.8107, -1.4368], [-1.1176, -4.1160, -3.5823], [-0.4711, -1.8105, -3.9567], [-2.8717, 1.0708, -2.7954], [-1.7580, 2.1658, -1.9639], [-2.5857, 0.8951, -1.0525], [-0.9569, 0.5575, -4.4230], [0.5666, -0.0272, -3.7019], [0.0183, 1.6419, -3.4435], [2.9109, 1.0081, -1.0858], [4.3815, 1.0176, -1.6477], [5.4767, 0.5928, -0.2862], [6.6347, -0.0659, -1.0259], [6.0280, -1.0849, -2.0109], [4.6166, -0.6071, -2.4149], [4.9250, -0.1066, 0.3460], [5.7464, 1.4863, 0.2727], [7.3223, -0.5275, -0.3204], [7.2046, 0.6922, -1.5665], [5.9590, -2.0717, -1.5573], [6.6605, -1.1802, -2.8896], [3.8158, -1.2295, -2.0137], [4.4887, -0.5016, -3.4899], [-1.1157, 2.1558, 0.8815], [-0.6199, 3.8109, 1.5209], [-2.1313, 4.3788, 1.0613], [-1.0762, 3.2555, 3.0568], [0.0828, 5.2312, 2.0361], [0.9753, 2.8672, 1.7223], [0.0290, 3.9937, -0.1293]], "spin_multiplicity": 2, "relative_energy_ev": 1.114, "orbital_gap_ev": [6.61, 5.92], "s2": 0.82, "total_charge": 3}